{
  "formula": "C22H23AlClN2OP",
  "method": "wB97M-V/def2-TZVPD",
  "elements": ["Al", "Cl", "C", "O", "P", "C", "C", "C", "C", "C", "C", "C", "C", "H", "H", "H", "H", "H", "C", "C", "C", "C", "C", "H", "H", "H", "H", "H", "C", "C", "C", "C", "C", "H", "H", "H", "H", "H", "H", "H", "C", "N", "C", "C", "N", "H", "H", "H", "H", "H", "H"],
  "positions_angstrom": [[1.574, -0.725, 0.866], [0.794, 0.295, 2.659], [0.338, -1.888, -0.404], [-0.330, -2.703, -0.918], [-0.391, 0.593, -0.382], [0.653, 1.812, -1.251], [-1.626, 0.160, -1.654], [-1.351, 1.573, 0.835], [-2.987, 0.435, -1.467], [-3.883, 0.159, -2.494], [-3.431, -0.395, -3.688], [-2.078, -0.676, -3.876], [-1.165, -0.407, -2.859], [-3.343, 0.871, -0.536], [-4.936, 0.367, -2.345], [-4.136, -0.643, -4.480], [-1.710, -1.118, -4.806], [-0.097, -0.605, -3.003], [1.990, 1.990, -0.868], [2.773, 2.926, -1.539], [2.203, 3.684, -2.571], [0.870, 3.505, -2.953], [0.087, 2.562, -2.297], [2.433, 1.422, -0.029], [3.820, 3.037, -1.232], [2.830, 4.407, -3.091], [0.435, 4.094, -3.759], [-0.945, 2.396, -2.603], [-1.427, 2.964, 0.732], [-2.225, 3.680, 1.620], [-2.911, 3.012, 2.636], [-2.814, 1.616, 2.773], [-2.037, 0.891, 1.869], [-0.864, 3.470, -0.048], [-2.290, 4.761, 1.509], [-3.505, 3.582, 3.353], [-3.339, 1.089, 3.583], [-1.930, -0.199, 1.988], [3.520, 0.807, 1.372], [2.866, 0.891, 1.808], [1.559, -5.792, 2.684], [2.400, -4.661, 2.322], [3.824, -4.708, 2.652], [1.978, -3.560, 1.818], [2.099, -2.405, 1.451], [2.177, -6.560, 3.119], [1.079, -6.244, 1.822], [0.815, -5.538, 3.432], [4.464, -4.621, 1.765], [4.114, -3.941, 3.382], [4.051, -5.661, 3.102]],
  "atomic_forces_ev_per_a": [[-2.762, 0.976, 1.509], [1.005, -1.052, -0.762], [-2.144, -5.734, -2.277], [2.645, 4.296, 2.198], [-0.385, 2.681, -0.127], [-0.219, -0.227, -0.199], [0.290, -0.613, -0.089], [-0.174, -0.509, 0.510], [0.215, -0.083, 0.033], [0.186, -0.108, -0.081], [-0.039, -0.138, -0.051], [0.452, -0.077, 0.095], [-0.358, 0.127, 0.146], [0.087, -0.098, -0.209], [0.061, 0.000, -0.073], [0.123, 0.146, 0.176], [-0.265, 0.184, 0.273], [-0.380, 0.074, -0.046], [-0.436, 0.021, -0.442], [0.061, -0.080, 0.128], [0.304, -0.105, 0.131], [0.199, -0.005, 0.185], [0.489, -0.088, 0.237], [-0.390, 0.408, -0.617], [-0.464, 0.169, -0.343], [-0.201, -0.120, 0.094], [0.196, -0.107, 0.162], [0.255, 0.077, 0.118], [0.015, -0.412, -0.133], [-0.043, -0.145, 0.159], [0.090, -0.117, 0.079], [0.045, -0.044, -0.150], [-0.053, 0.276, -0.268], [-0.191, 0.042, 0.198], [-0.035, -0.258, 0.148], [0.137, -0.188, -0.271], [0.279, 0.381, -0.457], [-0.193, 0.611, -0.114], [-0.591, -0.146, 0.571], [1.208, -0.204, -0.457], [-0.900, -0.826, 0.077], [-0.883, 0.250, -0.209], [1.605, 0.443, 0.155], [2.503, 4.007, -0.679], [-0.631, -3.798, 0.872], [0.326, -0.065, 0.076], [-0.065, 0.179, -0.179], [-0.068, 0.270, -0.023], [-0.397, 0.096, 0.099], [-0.322, -0.047, -0.256], [-0.190, -0.319, 0.083]],
  "nbo_charge": [1.63, -0.48, 0.41, -0.35, 0.89, -0.29, -0.41, -0.40, -0.13, -0.19, -0.16, -0.20, -0.20, 0.23, 0.24, 0.24, 0.24, 0.21, -0.25, -0.18, -0.16, -0.18, -0.21, 0.17, 0.24, 0.25, 0.25, 0.24, -0.14, -0.20, -0.17, -0.20, -0.19, 0.22, 0.24, 0.24, 0.24, 0.21, 0.02, 0.04, -0.42, -0.40, -0.41, 0.78, -0.78, 0.25, 0.24, 0.24, 0.24, 0.24, 0.25],
  "charge": 2,
  "homo_energy_ev": -14.3
}